The following is a quantum chemistry calculation of a cluster of 14 separate species, C14H56N8O14 in total in a non-equilibrium geometry, from the Open Molecules 2025 dataset.

CARTESIAN COORDINATES (ANGSTROEM)
1 H -1.2505 -0.9621 2.6436
2 H 1.3735 -5.3048 -1.2351
3 H -3.2375 -1.6026 -4.8234
4 N 3.7330 -0.0894 3.6538
5 H 2.4936 0.7123 -4.2953
6 H 1.3591 2.9773 -0.4024
7 H 2.5995 -2.7083 2.6017
8 H 2.7764 3.1425 2.3469
9 O 3.1254 4.1632 -0.2734
10 H 2.4362 0.1751 -2.6019
11 C -0.7434 1.1924 4.4553
12 C 3.3161 -1.3029 3.6988
13 O -4.2358 2.6694 -1.0281
14 H -0.5866 -2.3041 1.6709
15 H 2.8221 3.4926 4.1836
16 H -0.6181 1.3764 3.3883
17 H -0.1661 -4.5846 -1.5707
18 C -2.9937 -2.1637 -3.9213
19 H -3.3063 -6.0927 -0.6674
20 H -2.4897 1.3495 -3.0180
21 H 4.5378 -0.6038 -2.9613
22 O -1.3177 0.5321 -0.2500
23 H -0.5277 -2.9510 -2.6880
24 H -1.5408 -0.9700 -3.9516
25 C -2.8132 -4.1544 -0.7082
26 C -5.2974 1.7221 -0.7991
27 H 1.2447 4.7166 0.2516
28 O -1.8551 -4.1465 -1.3855
29 H 1.2053 -1.0745 -0.2919
30 C 2.8695 -0.0218 -3.5826
31 H -5.1820 1.0968 0.0862
32 O -2.0176 -1.3977 -3.2366
33 O -0.5494 -2.5885 3.6982
34 H 0.7576 -2.6490 -3.8945
35 H -0.7327 1.2496 -3.1747
36 C 1.3081 -3.8512 -2.6068
37 H 3.5082 1.4561 0.9437
38 H 3.5038 1.4523 -0.6780
39 H -0.7916 3.2414 0.8392
40 H -3.0880 -2.1929 -0.5553
41 O 2.4540 -3.8445 -2.9520
42 H -0.3264 -1.3895 -1.2872
43 O 3.1044 -1.9413 4.6910
44 N 0.2368 -0.9728 -0.5597
45 N -3.5941 -5.1599 -0.4085
46 C 2.2395 3.3257 3.2776
47 H -4.2473 -4.9569 0.3347
48 N -3.3184 -3.1024 -0.1813
49 O 3.7645 -0.4933 0.1176
50 H 5.0362 1.1536 0.1322
51 C 1.7207 4.0053 -0.4233
52 H -3.8070 -2.4949 -3.2756
53 H -3.4892 2.2775 -0.5692
54 H 0.0420 1.4787 1.0691
55 H 1.5563 0.4478 0.9563
56 H -2.1721 1.7190 1.1936
57 H 1.6909 2.3895 3.3813
58 N 0.3889 -3.1164 -3.0786
59 C -0.2693 0.0872 -0.0709
60 O 1.2833 4.3376 3.1381
61 H 0.0140 -3.3017 3.3893
62 N 2.9433 -1.7605 2.5417
63 H -2.1552 4.1409 0.1976
64 C 3.9766 0.8982 0.1329
65 C -1.1372 -2.0440 2.5749
66 H 4.4374 -0.8927 -0.4387
67 N 0.5795 0.6623 0.8151
68 H 1.5119 4.8666 2.3702
69 H -6.2224 2.2962 -0.7452
70 H -2.5833 -3.1153 -4.2590
71 N 0.8341 -4.5954 -1.7103
72 H -0.7586 2.2287 4.7929
73 H -2.1083 2.6615 -4.7623
74 H -1.2909 2.4723 -2.0949
75 H 2.4973 -1.0108 -3.8498
76 C -1.5667 1.9289 -2.9986
77 C -1.7869 3.6156 1.0789
78 H 3.3803 4.8142 -0.9314
79 O -2.6549 2.5231 1.3987
80 H -0.0018 -0.5426 4.9121
81 H 1.3267 4.3804 -1.3679
82 O -1.6201 2.9537 -3.9890
83 H 2.9391 -1.1461 1.7401
84 O 0.3390 0.3524 4.8464
85 O 4.2932 0.0452 -3.6251
86 H -2.1395 -2.4619 2.4810
87 H -5.3340 1.0979 -1.6920
88 H -1.8118 4.3471 1.8866
89 H -4.2090 -3.2790 0.2611
90 H -1.7004 0.6777 4.5415
91 H 4.1196 0.3590 4.4721
92 H 3.9657 0.0769 2.6851

Computed properties:
largest force on an atom	0.152	hartree/bohr
DFT total energy	-56007.7243	eV
energy relative to the best compared isomer or geometry (same formula, charge and spin)	128.89	kcal per mole

The following is a quantum chemistry calculation of a cluster of 19 separate species, C14H59NO23 in total in a non-equilibrium geometry, from the Open Molecules 2025 dataset.

CARTESIAN COORDINATES (ANGSTROEM)
1 H -3.9147 2.6419 -4.2950
2 C 2.9994 2.2624 0.1084
3 O -4.1198 6.1227 1.0056
4 H 7.5218 -1.0821 0.3964
5 H -0.6556 -2.9547 -5.1295
6 O -6.5369 -4.0653 -4.3380
7 H 7.1685 1.3635 -0.1955
8 H 1.1074 -2.7320 -1.3758
9 O 5.1685 1.3640 0.5861
10 H 1.5800 -3.6346 -3.1984
11 O 0.0485 4.0038 -0.7204
12 H 2.9252 2.6138 1.1789
13 C -1.0010 -0.7860 -1.8330
14 H 1.8619 -2.9508 -0.0725
15 C -2.4968 2.6551 0.9355
16 O 6.9182 -3.1910 4.5334
17 H -2.9900 2.9377 1.9003
18 H -0.5262 0.3983 0.1351
19 H -1.4789 3.1491 3.4877
20 O -0.7480 1.1882 6.6030
21 O -1.2498 6.9592 -1.3554
22 H -2.2987 -0.2662 2.0716
23 H -4.6625 -2.6441 3.8133
24 O -1.6751 2.2138 3.6199
25 H 4.7237 2.1450 -1.3558
26 H -2.3925 -2.1608 -3.0619
27 H 0.0931 1.2227 6.1322
28 H -5.6510 -5.5862 -5.8645
29 H 3.4756 0.4479 4.2971
30 O 1.2885 -3.7470 -4.1092
31 H -4.6729 6.3618 0.2542
32 C 6.6782 -0.4914 0.8360
33 O -3.3421 -3.8519 -4.3252
34 C 0.8118 2.8414 -0.3810
35 H -3.2141 1.5260 -0.8480
36 H 0.7627 2.7180 0.7334
37 H 4.5002 -1.9323 3.4763
38 H 6.9604 -0.0670 1.8374
39 C -3.0460 -1.6089 -0.9246
40 C -3.5946 1.8193 0.1586
41 H 5.9809 0.3022 -1.0884
42 H 2.6496 1.2005 0.0198
43 H -0.5086 0.9202 7.4970
44 H -4.2456 -3.8988 -4.6654
45 H 4.9228 3.3274 -0.0073
46 O -2.1603 3.9059 0.2760
47 H -5.3714 -4.5546 -6.9438
48 O 4.5822 -2.0345 2.5199
49 H 7.6637 -3.6862 4.1772
50 C 6.2513 0.7208 -0.0867
51 C -4.1132 0.5925 0.9919
52 N -2.3522 -0.7845 -0.0571
53 O -5.1667 -2.2393 3.0982
54 H 3.2211 -1.7258 -2.2062
55 H 5.3440 1.7995 4.3832
56 H -6.6050 -3.9918 -3.3789
57 O 3.3070 -0.4916 4.4462
58 H -2.1480 6.9057 -1.7009
59 C -1.1560 -0.2676 -0.4763
60 H -1.6158 2.0313 1.2219
61 H -4.4761 2.5000 -0.0060
62 C -2.1843 -1.6273 -2.0982
63 H 0.4891 1.9409 -0.9607
64 C -3.0008 -0.5239 1.2447
65 H -3.5637 -1.4529 1.5762
66 H -6.0558 -2.1525 3.4605
67 H 3.3220 -0.5591 -3.1810
68 O 1.7837 -3.2155 2.1718
69 C -1.3164 3.7218 -0.7888
70 O -1.7280 3.3539 -1.8500
71 O 1.9570 -3.0411 -1.0277
72 H -7.3842 -3.7357 -4.6593
73 H -0.1429 -0.5316 -2.4852
74 O -3.3162 1.9337 -4.0345
75 O -1.1513 -2.5462 -5.8495
76 H 5.1056 2.6825 5.5984
77 H 2.0705 -3.0746 3.0816
78 O 2.1717 3.0779 -0.7331
79 H -4.5008 0.9384 1.9798
80 H -0.9726 6.0394 -1.2756
81 H -2.6255 2.3840 -3.5311
82 H -4.8950 0.0815 0.3681
83 H -3.0705 -4.7744 -4.2583
84 H -1.7399 2.1220 4.5801
85 C 4.5126 2.3203 -0.2744
86 H 5.7666 -1.1310 1.0097
87 H 6.3798 -2.9889 3.7592
88 H 1.8272 -4.1725 2.0595
89 H 3.2202 -0.5641 5.4032
90 O -5.5692 -5.4897 -6.8205
91 O 4.8382 1.8442 5.2049
92 O 3.8638 -1.1744 -2.6743
93 H 1.3074 -4.7004 -4.2481
94 H -3.3981 5.6123 0.6155
95 H -4.0121 -2.1185 -0.7767
96 H -2.0466 -2.4691 -5.4989
97 H 3.7279 -1.7439 2.1817

Computed properties:
largest force on an atom	0.097	hartree/bohr
DFT total energy	-64054.9633	eV